Record 1
An isolated molecule of CH8FNSi2 at a distorted geometry. Source: the Open Molecules 2025 dataset; level of theory: wB97M-V/def2-TZVPD.

Bonds (Å) are listed after each position.
Atoms and positions in Å:
1 C 2.42997 -0.30667 0.52591  F3 1.405, Si5 1.940, H6 1.123, H7 1.200
2 N -0.32349 0.00019 0.44192  Si4 1.709, Si5 1.755, H8 1.010
3 F 3.67994 0.13687 0.06387  C1 1.405
4 Si -1.98776 0.18944 0.10130  N2 1.709, H9 1.387, H10 1.472, H11 1.407
5 Si 1.01528 0.31478 -0.64766  C1 1.940, N2 1.755, H12 1.622, H13 1.423
6 H 2.38549 -0.05144 1.61885  C1 1.123
7 H 2.42844 -1.47622 0.25638  C1 1.200
8 H -0.18064 -0.60493 1.23803  N2 1.010
9 H -2.67558 -0.81234 0.77052  Si4 1.387
10 H -2.04180 0.25564 -1.36858  Si4 1.472
11 H -2.51677 1.39474 0.59878  Si4 1.407
12 H 1.33759 -0.40078 -2.06738  Si5 1.622
13 H 0.92188 1.63546 -1.16910  Si5 1.423

Properties
Lowest unoccupied orbital energy: 0.77 eV
Structure (SMILES): FC[SiH2]N[SiH3]
Energy above the lowest of the compared OMol25 structures with the same formula, charge and spin: 0.415 eV
Total energy: -776.474853 Ha

Record 2
A cluster of 3 separate species, C26H42NO11P2 in total at a distorted geometry. Source: the Open Molecules 2025 dataset; level of theory: wB97M-V/def2-TZVPD.

Bonds (Å) are listed after each position.
Atoms and positions in Å:
1 O 3.20465 4.83846 0.86097  C2 1.183
2 C 2.23159 5.44138 0.56335  O1 1.183, O3 1.348, C4 1.532
3 O 2.21471 6.75163 0.24505  C2 1.348, H19 0.968
4 C 0.89311 4.69749 0.51043  C2 1.532, C5 1.396, C18 1.393
5 C -0.33557 5.33547 0.32905  C4 1.396, C6 1.372, H20 1.082
6 C -1.46188 4.55450 0.26564  C5 1.372, N7 1.340, H21 1.083
7 N -1.37830 3.22138 0.37843  C6 1.340, C8 1.345, H22 1.014
8 C -0.21512 2.57880 0.58808  N7 1.345, C9 1.514, C18 1.381
9 C -0.24215 1.06932 0.70163  C8 1.514, C10 1.533, H23 1.098, H24 1.092
10 C 1.18278 0.51885 0.56719  C9 1.533, O11 1.208, C12 1.483
11 O 1.79483 0.31218 1.58764  C10 1.208
12 C 1.82119 0.28735 -0.75160  C10 1.483, C13 1.399, C17 1.395
13 C 3.17671 -0.05754 -0.76732  C12 1.399, C14 1.380, H25 1.084
14 C 3.83921 -0.28374 -1.95707  C13 1.380, C15 1.394, H26 1.084
15 C 3.17185 -0.17371 -3.17565  C14 1.394, C16 1.392, H27 1.083
16 C 1.83150 0.20042 -3.16076  C15 1.392, C17 1.380, H28 1.084
17 C 1.16247 0.42162 -1.97394  C12 1.395, C16 1.380, H29 1.087
18 C 0.95174 3.31356 0.66092  C4 1.393, C8 1.381, H30 1.083
19 H 1.66811 6.84560 -0.54887  O3 0.968
20 H -0.39692 6.41152 0.23486  C5 1.082
21 H -2.43402 5.00389 0.10524  C6 1.083
22 H -2.23927 2.69180 0.29523  N7 1.014
23 H -0.84011 0.66903 -0.12721  C9 1.098
24 H -0.69334 0.77238 1.65052  C9 1.092
25 H 3.69628 -0.13106 0.18088  C13 1.084
26 H 4.88985 -0.55129 -1.95674  C14 1.084
27 H 3.66759 -0.35928 -4.11993  C15 1.083
28 H 1.35572 0.30375 -4.12964  C16 1.084
29 H 0.11565 0.71364 -2.00457  C17 1.087
30 H 1.93064 2.88339 0.83205  C18 1.083
31 O -1.82632 -0.34161 -4.49409  P32 1.504
32 P -2.42648 -0.06530 -5.84559  O31 1.504, O33 1.640, O36 1.655, O39 1.627
33 O -3.97036 -0.57488 -5.62735  P32 1.640, C34 1.425
34 C -4.82703 0.15257 -4.75176  O33 1.425, C35 1.518, H42 1.094, H43 1.090
35 C -5.19211 1.51409 -5.31425  C34 1.518, H44 1.095, H45 1.091, H46 1.089
36 O -1.76860 -1.41314 -6.54536  P32 1.655, C37 1.428
37 C -0.45902 -1.84241 -6.17202  O36 1.428, C38 1.515, H47 1.090, H48 1.092
38 C -0.54939 -3.08139 -5.30440  C37 1.515, H49 1.090, H50 1.092, H51 1.091
39 O -2.70184 0.55583 -7.32406  P32 1.627, C40 1.440
40 C -2.96388 -0.19546 -8.52471  O39 1.440, C41 1.512, H52 1.085, H53 1.092
41 C -4.37960 -0.71656 -8.61987  C40 1.512, H54 1.089, H55 1.091, H56 1.090
42 H -4.35756 0.25146 -3.76807  C34 1.094
43 H -5.72724 -0.44865 -4.62570  C34 1.090
44 H -4.30664 2.15232 -5.40390  C35 1.095
45 H -5.91173 2.01678 -4.66671  C35 1.091
46 H -5.62200 1.42036 -6.31051  C35 1.089
47 H 0.08066 -1.04505 -5.66089  C37 1.090
48 H 0.09004 -2.07455 -7.08755  C37 1.092
49 H -1.22343 -2.92398 -4.46274  C38 1.090
50 H 0.43295 -3.36284 -4.92016  C38 1.092
51 H -0.94948 -3.91690 -5.88002  C38 1.091
52 H -2.23759 -0.98733 -8.67502  C40 1.085
53 H -2.80016 0.51442 -9.33784  C40 1.092
54 H -4.53892 -1.56618 -7.95769  C41 1.089
55 H -4.57446 -1.05205 -9.63956  C41 1.091
56 H -5.10220 0.05657 -8.35993  C41 1.090
57 O 1.69929 -2.47812 9.08021  P58 1.487
58 P 2.06369 -2.29761 7.64940  O57 1.487, O59 1.636, O62 1.643, O65 1.621
59 O 1.50145 -0.80597 7.28046  P58 1.636, C60 1.428
60 C 2.04246 0.31978 7.97215  O59 1.428, C61 1.518, H68 1.093, H69 1.091
61 C 3.48400 0.59157 7.58312  C60 1.518, H70 1.094, H71 1.091, H72 1.090
62 O 0.90997 -3.23957 6.95466  P58 1.643, C63 1.432
63 C 0.43367 -4.41316 7.62242  O62 1.432, C64 1.514, H73 1.089, H74 1.092
64 C -0.96185 -4.17695 8.16017  C63 1.514, H75 1.090, H76 1.091, H77 1.092
65 O 3.06294 -2.44693 6.38127  P58 1.621, C66 1.432
66 C 2.65222 -2.61903 5.02062  O65 1.432, C67 1.513, H78 1.087, H79 1.092
67 C 2.19046 -1.34172 4.35456  C66 1.513, H80 1.090, H81 1.090, H82 1.090
68 H 1.95422 0.17057 9.05117  C60 1.093
69 H 1.42067 1.17566 7.70748  C60 1.091
70 H 4.13409 -0.23465 7.88399  C61 1.094
71 H 3.84520 1.50185 8.06285  C61 1.091
72 H 3.58161 0.70036 6.50290  C61 1.090
73 H 1.11288 -4.71379 8.41921  C63 1.089
74 H 0.41670 -5.22020 6.88635  C63 1.092
75 H -0.99905 -3.27759 8.77424  C64 1.090
76 H -1.29784 -5.02488 8.75874  C64 1.091
77 H -1.66510 -4.03125 7.33811  C64 1.092
78 H 1.91537 -3.41053 4.91472  C66 1.087
79 H 3.54435 -2.97619 4.50154  C66 1.092
80 H 1.20060 -1.04763 4.70303  C67 1.090
81 H 2.12844 -1.48979 3.27659  C67 1.090
82 H 2.87848 -0.52114 4.55591  C67 1.090

Properties
Lowest unoccupied orbital energy: -5.11 eV
Charge: +1
Total energy: -2580.830692 Ha

Record 3
A cluster of 2 separate species, C2H2N2O2S in total at a distorted geometry. Source: the Open Molecules 2025 dataset; level of theory: wB97M-V/def2-TZVPD.

Bonds (Å) are listed after each position.
Atoms and positions in Å:
1 C 1.20168 0.27644 0.91449  N3 1.215, S7 1.613
2 C -1.53939 -0.22934 -0.31018  O6 1.184, H8 1.072, H9 1.177
3 N 1.08447 1.22255 0.16118  C1 1.215, N4 1.145
4 N 0.75764 2.25997 -0.19576  N3 1.145
5 O 1.69476 -1.77906 -0.55694  S7 1.425
6 O -1.49726 -1.31794 0.15400  C2 1.184
7 S 1.45179 -1.30991 0.76656  C1 1.613, O5 1.425
8 H -1.40915 0.16506 -1.29832  C2 1.072
9 H -1.74455 0.71222 0.36498  C2 1.177

Properties
Lowest unoccupied orbital energy (spin up / spin down): -1.93 / -1.93 eV
Energy above the lowest of the compared OMol25 structures with the same formula, charge and spin: 4.946 eV
Total energy: -735.405518 Ha

Record 4
A cluster of 2 separate species, C5H8FN2 in total at a distorted geometry. Source: the Open Molecules 2025 dataset; level of theory: wB97M-V/def2-TZVPD.

Bonds (Å) are listed after each position.
Atoms and positions in Å:
1 C 3.37786 0.54277 -0.02373  C3 1.387, N6 1.158
2 C -0.22078 -0.21153 0.90469  C5 1.475, N7 1.456, H9 1.083, H13 1.083
3 C 2.54861 -0.56921 -0.00224  C1 1.387, F8 1.299
4 C -2.31647 -0.42561 -0.51188  N7 1.457, H10 1.089, H11 1.089, H12 1.090
5 C -0.31669 1.01353 0.08861  C2 1.475, N7 1.457, H14 1.082, H15 1.081
6 N 3.76911 1.62160 -0.17963  C1 1.158
7 N -0.87581 -0.24207 -0.39531  C2 1.456, C4 1.457, C5 1.457, H16 1.022
8 F 3.05968 -1.74468 0.20940  C3 1.299
9 H -0.87724 -0.32480 1.75826  C2 1.083
10 H -2.66271 -0.04541 -1.47170  C4 1.089
11 H -2.57254 -1.48122 -0.43269  C4 1.089
12 H -2.82407 0.11964 0.28343  C4 1.090
13 H 0.73487 -0.71644 0.97717  C2 1.083
14 H 0.56223 1.38757 -0.41915  C5 1.082
15 H -1.03169 1.77839 0.35820  C5 1.081
16 H -0.35436 -0.70253 -1.14343  N7 1.022

Properties
Lowest unoccupied orbital energy: -5.88 eV
Energy above the lowest of the compared OMol25 structures with the same formula, charge and spin: 5.100 eV
Charge: +1
Total energy: -404.253894 Ha